# C9H13Br4Cl15

A molecular structure, C9H13Br4Cl15 (the ωB97M-V functional and the def2-TZVPD basis, the Open Molecules 2025 dataset).

```
41
Properties=species:S:1:pos:R:3:nbo_charge:R:1
Br 10.5618 9.6384 7.3862 0.0065
C 11.5990 8.2262 6.6053 -0.4648
C 12.5149 8.7926 5.5509 -0.4387
Br 13.4378 7.3037 4.6408 -0.0101
H 10.8818 7.5162 6.1986 0.2291
H 12.1555 7.6634 7.3510 0.2305
H 13.1614 9.5575 5.9849 0.2269
H 12.0152 9.3427 4.7555 0.2283
Br 16.2979 14.6051 5.2202 0.0211
C 15.0362 14.2854 6.6720 -0.4679
C 14.4829 12.8567 6.5600 -0.4361
Br 12.8918 12.7453 7.7387 -0.0454
H 14.2554 15.0315 6.5862 0.2127
H 15.5647 14.3631 7.6166 0.2301
H 15.2104 12.1613 6.9624 0.2229
H 14.1399 12.6319 5.5567 0.2337
C 14.1584 16.7326 8.0289 -0.2887
Cl 13.4564 18.3935 8.0744 0.0082
Cl 15.1415 16.4679 9.4644 0.0271
Cl 15.1579 16.5294 6.5838 0.0567
H 13.3512 16.0150 7.9613 0.2261
C 9.1932 12.9556 7.4504 -0.2887
Cl 9.5139 14.6996 7.5119 0.0097
Cl 8.3879 12.4771 5.9823 0.0412
Cl 8.2959 12.4534 8.9199 0.0004
H 10.1496 12.4481 7.4730 0.2334
C 19.5397 16.3926 7.5991 -0.2759
Cl 18.1222 15.6583 8.3534 0.0117
Cl 20.2457 17.6047 8.6713 0.0246
Cl 19.1276 17.1527 6.0448 0.0107
H 20.2615 15.6124 7.3979 0.2283
C 18.1805 9.6937 4.6567 -0.2701
Cl 19.0131 8.8860 3.3131 0.0125
Cl 19.0640 9.4577 6.1873 0.0155
Cl 16.5215 9.0656 4.8184 0.0130
H 18.1346 10.7293 4.3574 0.2243
C 14.5594 13.1918 2.8665 -0.2728
Cl 14.6252 13.4831 1.1327 0.0394
Cl 14.0294 11.5121 3.1894 -0.0108
Cl 13.4062 14.2207 3.7815 0.0062
H 15.5728 13.2891 3.2342 0.2393
```

Properties
- Kohn-Sham gap: 10.0 eV
- Relative energy (zero: lowest compared OMol25 entry of this formula, charge and spin): 3.3093 eV

***

# C17H19NO

2 unconnected molecules or ions with the total composition C17H19NO (the ωB97M-V functional and the def2-TZVPD basis, the Open Molecules 2025 dataset).

```
38
Properties=species:S:1:pos:R:3:nbo_charge:R:1
C 2.4475 -1.5882 2.6336 -0.6181
C 0.0656 -2.3960 1.9863 -0.1524
C 1.3807 -2.6231 2.4240 -0.1018
C -0.6440 -3.6276 2.1164 0.1714
C 1.5183 -3.9567 2.7456 -0.1846
C -2.0605 -1.4446 1.2296 -0.2519
C -2.7626 -2.5811 1.6164 -0.3233
C -0.6675 -1.3517 1.3181 -0.3830
C -2.0305 -3.7345 2.0658 -0.4220
N 0.2613 -4.5459 2.5973 -0.5536
H -2.5992 -0.6370 0.7297 0.1774
H -3.8390 -2.6605 1.4916 0.1776
H -0.1662 -0.4713 0.9516 0.1654
H -2.5963 -4.6420 2.2783 0.1775
H 3.3140 -2.0878 3.0611 0.1962
H 2.0111 -0.8092 3.2608 0.2024
H 2.3963 -4.5410 2.9578 0.1770
H -0.0097 -5.5030 2.7201 0.3820
H 2.7680 -1.0882 1.7110 0.1879
C 0.2099 0.9871 -3.6960 -0.4298
C 1.6654 0.8355 -4.1784 -0.6172
C 0.0520 2.1833 -2.7792 -0.0398
C -0.1283 1.9897 -1.4138 -0.1748
C 0.0579 3.5025 -3.2254 -0.1943
C -0.2752 3.0519 -0.5273 -0.3161
C -0.0221 4.5916 -2.3626 -0.3083
C -0.1554 4.3442 -1.0063 0.3689
O -0.1177 5.4287 -0.1563 -0.6944
H -0.5082 1.0888 -4.5186 0.2042
H -0.0959 0.1065 -3.1337 0.2219
H 2.3110 1.6981 -3.9983 0.2105
H 0.1745 1.0406 -0.9895 0.2276
H 0.1192 3.7065 -4.2910 0.1983
H -0.3939 2.8599 0.5306 0.2148
H 0.0386 5.5641 -2.8156 0.2157
H -0.2374 5.0941 0.7403 0.4732
H 1.7648 0.5693 -5.2330 0.2005
H 2.0659 -0.0563 -3.6913 0.2148
```

Properties
- Charge: -1
- Kohn-Sham gap (spin up / spin down): 2.2 / 5.5 eV
- Relative energy (zero: lowest compared OMol25 entry of this formula, charge and spin): 0.5082 eV
- 2S+1: 2

***

# C4H3BrO

A molecular structure, C4H3BrO (the ωB97M-V functional and the def2-TZVPD basis, the Open Molecules 2025 dataset).

```
9
Properties=species:S:1:pos:R:3:nbo_charge:R:1
C 0.1624 0.9857 -0.0095 -0.1305
C -1.0127 0.3344 0.1460 -0.1145
C -0.3268 -0.9281 0.0211 0.3539
C 1.0477 -0.2406 -0.0263 -0.5387
O -0.7208 -2.1008 -0.1993 -0.4890
Br -2.8432 0.6447 0.1933 0.2151
H 0.3945 1.9552 0.1815 0.1828
H 1.5383 -0.3537 -1.1442 0.2597
H 1.7606 -0.2968 0.8375 0.2612
```

Properties
- Kohn-Sham gap (spin up / spin down): 7.4 / 6.3 eV
- Relative energy (zero: lowest compared OMol25 entry of this formula, charge and spin): 0.2455 eV
- 2S+1: 3

***

# C28H49BrNP3Zr

A molecular structure, C28H49BrNP3Zr (the ωB97M-V functional and the def2-TZVPD basis, the Open Molecules 2025 dataset).

```
83
Properties=species:S:1:pos:R:3:mulliken_charge:R:1
N -5.2508 -1.3753 3.7697 -0.3908
C -4.2595 -0.6069 4.2310 -0.4605
C -3.5096 0.2488 3.4057 -0.5917
C -3.8823 0.3919 2.0323 0.6603
C -4.8825 -0.4913 1.5580 -0.2566
C -5.5490 -1.3326 2.4656 -0.7064
C -3.2468 1.3697 1.1598 -0.5771
Zr -0.0824 0.9248 -0.2698 -2.1049
P 2.2721 0.6166 -1.1806 1.0295
C -3.1418 1.2438 -0.1950 -0.3370
C -2.1566 1.9957 -1.0001 0.2071
C -2.1348 1.9081 -2.4241 -0.5925
C -1.1071 2.4990 -3.1627 -0.0986
C -0.0931 3.2303 -2.5249 -0.8846
C -0.0838 3.4321 -1.1403 -0.4140
C -1.1656 2.8577 -0.3551 -0.5239
Br 1.2005 4.1687 -3.7182 0.1330
H -2.7298 2.1723 1.7011 0.8453
H -3.7331 0.5165 -0.7628 0.5019
H -2.6888 0.8475 3.8100 0.5346
H -5.2141 -0.4953 0.5161 0.5540
H -4.0392 -0.6261 5.3048 0.3923
H -6.3609 -1.9698 2.1093 0.4243
H -2.9449 1.3933 -2.9442 0.6084
H -1.3011 3.2627 0.6449 0.9560
H -1.0567 2.3487 -4.2408 0.5542
H 0.6151 4.1490 -0.6874 0.8701
P -0.6533 -1.7476 -0.1499 2.1312
C 2.8618 2.2495 -0.4954 0.1449
C 3.5547 3.1072 -1.5449 -1.2804
H 3.5423 2.0068 0.3378 0.5121
H 2.0197 2.8210 -0.0489 0.2382
H 3.7777 4.0948 -1.1237 0.4639
H 4.4980 2.6505 -1.8680 0.3507
H 2.9036 3.2750 -2.4167 -0.0750
C 1.8516 0.6278 -2.9872 0.2907
C 2.9977 0.6495 -3.9927 -1.5671
H 1.2372 1.5203 -3.1738 -0.4277
H 1.2027 -0.2543 -3.1605 0.2641
H 2.5582 0.8677 -4.9745 0.4372
H 3.7132 1.4479 -3.7715 0.3330
H 3.5181 -0.3142 -4.0620 0.4186
C 3.6042 -0.5843 -0.9880 0.0252
C 4.9944 -0.0301 -1.2666 -1.3994
H 3.3613 -1.3996 -1.6905 0.5691
H 3.5174 -0.9972 0.0335 0.3288
H 5.7192 -0.8459 -1.1769 0.4658
H 5.0580 0.3603 -2.2888 0.3361
H 5.2896 0.7553 -0.5595 0.3618
C 0.3543 -3.0640 0.7202 -1.2309
C 1.8161 -3.1813 0.3700 -1.0771
H -0.1622 -4.0185 0.5317 0.7626
H 0.2443 -2.8853 1.7950 0.4662
H 2.1997 -4.1298 0.7640 0.4868
H 2.0030 -3.1715 -0.7064 0.2928
H 2.4179 -2.3938 0.8236 -0.0078
C -0.4583 -2.3839 -1.8746 -1.0258
C -1.4494 -1.8026 -2.8785 -1.1787
H -0.5451 -3.4784 -1.8045 0.6094
H 0.5850 -2.1556 -2.1533 0.4022
H -1.3337 -2.3195 -3.8418 0.4616
H -2.4952 -1.9179 -2.5648 0.2849
H -1.2723 -0.7336 -3.0610 0.2194
C -2.2966 -2.5141 0.2411 -0.6646
C -2.5018 -3.0042 1.6685 -1.4008
H -2.3828 -3.3612 -0.4550 0.6530
H -3.0652 -1.7836 -0.0516 0.2468
H -3.5350 -3.3450 1.7936 0.4234
H -1.8509 -3.8525 1.9203 0.4218
H -2.3427 -2.2143 2.4105 0.1855
C 2.3403 -0.0013 2.5229 -1.3141
P 0.5881 0.4471 2.1960 1.6180
C -0.1645 -0.8174 3.2678 -0.6815
C 0.4052 1.9571 3.1805 -1.3010
H 2.5535 -1.0054 2.1367 0.2575
H 2.5527 0.0146 3.6023 0.6118
H 3.0040 0.7123 2.0245 0.2832
H 0.2489 -0.7267 4.2828 0.7263
H -1.2528 -0.7266 3.3300 -0.2878
H 0.0703 -1.8217 2.9067 0.1525
H 0.7546 1.7012 4.1902 0.5432
H 1.0171 2.7706 2.7658 0.4304
H -0.6475 2.2668 3.2130 0.3763
```

Properties
- Charge: +4
- Kohn-Sham gap (spin up / spin down): 4.9 / 4.9 eV

***

# C15H11ClFN5O3

A molecular structure, C15H11ClFN5O3 (the ωB97M-V functional and the def2-TZVPD basis, the Open Molecules 2025 dataset).

```
36
Properties=species:S:1:pos:R:3:nbo_charge:R:1
C -4.2998 -2.4401 0.0383 -0.2025
H -4.1470 -2.1967 1.0109 0.1979
H -4.2859 -1.4357 -0.6660 0.1734
O -3.1867 -3.2455 -0.4840 -0.4805
C -1.9518 -2.9360 -0.4925 0.3727
C -1.0543 -3.7193 -0.7825 -0.3512
C 0.2493 -3.4521 -0.6226 -0.0945
C 0.7441 -2.0987 -0.3502 -0.1493
C -0.2476 -1.2177 0.1762 -0.2135
C -1.5029 -1.5893 0.2018 0.2462
O -2.5272 -0.4509 0.7807 -0.4993
C -2.5372 0.7217 0.3043 0.3870
N -1.6069 0.8700 -0.6668 -0.4695
C -1.6470 2.4233 -0.8288 0.2944
N -2.4433 3.2410 -0.4516 -0.4747
C -3.3290 2.8217 0.7615 0.0656
C -3.2672 1.3759 1.0925 0.2902
F -4.1822 1.0702 2.0815 -0.2979
H -3.7868 3.7143 1.0177 0.2261
Cl -0.6476 2.8760 -1.9826 0.1044
H 0.0882 -0.3188 0.6173 0.2590
C 2.0498 -1.6857 -0.0073 0.0996
N 2.5501 -0.5886 0.4430 -0.2306
N 3.8028 -0.3634 0.6040 -0.4005
C 4.3006 0.9275 0.7345 0.6546
O 3.6762 1.6166 1.4547 -0.5027
C 5.8470 0.7162 0.9510 -0.5844
C 6.5080 0.3355 -0.1405 0.2283
N 6.8749 -0.4591 -0.8453 -0.2914
H 6.2540 0.5049 1.9859 0.3053
H 6.0841 2.0755 0.8185 0.2430
H 4.5065 -1.0837 -0.1234 0.3271
H 2.9080 -2.4511 -0.5878 0.1091
H 1.0395 -4.1487 -1.2091 0.2235
H -1.3767 -4.6272 -1.2560 0.2410
H -5.1774 -2.8701 -0.1906 0.1939
```

Properties
- Kohn-Sham gap: 7.5 eV

***

# C14H26GaO8

A molecular structure, C14H26GaO8 (the ωB97M-V functional and the def2-TZVPD basis, the Open Molecules 2025 dataset).

```
49
Properties=species:S:1:pos:R:3:nbo_charge:R:1
C 4.7793 0.6137 2.3202 -0.7131
C 3.6439 1.1090 1.4752 0.8136
O 3.7336 1.1757 0.2971 -0.6229
O 2.5738 1.4076 2.1799 -0.5025
C 1.7030 2.4045 1.6204 -0.0654
C 0.2946 2.2189 2.1914 -0.4314
C -0.8002 2.0590 1.1221 -0.3921
C -1.4711 0.6793 1.2057 -0.8503
Ga -3.0933 0.6591 2.4481 0.5725
H 5.4230 1.4243 2.6140 0.2290
H 5.3086 -0.1125 1.7312 0.2238
H 4.3663 0.1130 3.1796 0.2309
H 2.0416 3.4022 1.8761 0.1673
H 1.6291 2.3274 0.5500 0.1886
H 0.0434 3.0265 2.8580 0.1983
H 0.2977 1.3154 2.7748 0.2319
H -0.3919 2.1888 0.1221 0.1611
H -1.5240 2.8449 1.2783 0.1920
H -0.7233 -0.0278 1.5264 0.1995
H -1.8134 0.3933 0.2185 0.1943
H -3.8018 -0.8106 2.4111 -0.3584
H -4.2198 1.7281 1.9686 -0.3373
H -2.7129 0.9760 3.9862 -0.3295
C 3.3755 0.7079 -2.7874 -0.6296
C 2.7012 1.4878 -3.8876 0.0675
C 2.1499 2.8296 -3.4740 -0.0953
O 1.0939 3.0244 -4.4285 -0.4977
C 0.6651 1.7945 -4.8158 0.9709
O -0.3024 1.5938 -5.4739 -0.5770
O 1.5060 0.8338 -4.3547 -0.4951
H 4.3388 1.1500 -2.5371 0.2229
H 2.7653 0.6856 -1.8874 0.2465
H 3.5334 -0.3258 -3.0974 0.2214
H 3.3737 1.5874 -4.7463 0.1700
H 2.8777 3.6350 -3.5410 0.1968
H 1.7140 2.8156 -2.4728 0.1963
C -4.6465 -5.2831 0.5096 -0.6218
C -3.9451 -3.9470 0.5470 0.0562
C -2.9552 -3.7114 -0.5688 -0.0884
O -2.0508 -2.7812 0.0251 -0.4929
C -2.0818 -2.9820 1.3755 0.9859
O -1.3471 -2.4792 2.1487 -0.5476
O -3.0983 -3.8364 1.6965 -0.5000
H -5.3802 -5.3084 -0.2967 0.2122
H -3.9338 -6.0967 0.3598 0.2045
H -5.1575 -5.4703 1.4538 0.2277
H -4.6773 -3.1363 0.5976 0.2011
H -3.4052 -3.2874 -1.4645 0.1991
H -2.3992 -4.6161 -0.8348 0.1666
```

Properties
- Charge: -1
- Kohn-Sham gap: 6.9 eV

***

# C9H13N2O2Se

2 unconnected molecules or ions with the total composition C9H13N2O2Se (the ωB97M-V functional and the def2-TZVPD basis, the Open Molecules 2025 dataset).

```
27
Properties=species:S:1:pos:R:3:nbo_charge:R:1
C 0.8890 -1.4811 0.4541 -0.1058
C -0.4575 -1.6010 0.1922 0.2194
C 0.2691 0.1804 -0.8475 0.2673
C 1.8967 -2.2757 1.3443 0.7494
C -1.1160 3.4151 0.7094 -0.6170
C -1.0379 -4.9271 0.1633 -0.7593
C 0.2237 1.4560 -1.5607 -0.4416
C 0.3250 3.0484 0.6068 -0.4044
C 0.8580 2.6198 -0.8037 -0.3794
N 1.3398 -0.3904 -0.2104 -0.4014
N -0.8322 -0.5920 -0.6061 -0.5900
O 1.5325 -3.4711 1.5419 -0.7887
O 2.8735 -1.6767 1.8493 -0.7304
Se -2.4285 -3.5157 0.2394 0.0419
H -1.6351 2.6785 0.0537 0.1924
H -1.1814 4.3727 0.2240 0.1968
H -1.5221 3.1607 1.6772 0.2205
H -1.1976 -5.7787 0.8957 0.2140
H -1.0109 -5.1453 -0.8394 0.1945
H -0.1397 -4.4815 0.3809 0.2818
H 0.6681 1.5024 -2.6103 0.2191
H -0.8399 1.7110 -1.7293 0.1979
H 0.3460 2.0855 1.1191 0.2137
H 0.9589 3.7425 1.1583 0.1995
H 0.9436 3.5293 -1.4850 0.1750
H 1.9051 2.4300 -0.7443 0.2249
H -1.6305 -0.5960 -1.1729 0.4099
```

Properties
- Charge: -1
- Kohn-Sham gap (spin up / spin down): 6.0 / 6.0 eV
- Relative energy (zero: lowest compared OMol25 entry of this formula, charge and spin): 0.3139 eV

***

Number 1: maximum force 7.952 eV Å⁻¹. Number 2: maximum force 1.394 eV Å⁻¹. Number 3: maximum force 7.116 eV Å⁻¹. Number 4: maximum force 2.753 eV Å⁻¹. Number 5: maximum force 17.392 eV Å⁻¹. Number 6: maximum force 2.428 eV Å⁻¹. Number 7: maximum force 3.347 eV Å⁻¹.